(1)
This record from OMol25 describes an isolated molecule of C5H9N in a non-equilibrium geometry. The level of theory is ωB97M-V/def2-TZVPD.

Output
Energy above the lowest of the compared OMol25 structures with the same formula, charge and spin (kcal per mole): 0.4
E_LUMO (eV): 0.8
SMILES: CC(C)(C)C#N
Kohn-Sham gap (Eh): 0.4492

```
! RIJCOSX wB97M-V def2-TZVPD def2/J DEFGRID3
* xyz 0 1
H 2.153 0.394 -0.114
C -0.374 1.213 0.770
H -1.268 0.006 -1.579
C 0.292 -1.046 1.260
H -0.847 1.865 0.029
H 1.148 0.698 -1.546
H 1.620 -0.959 -1.129
H 0.504 1.719 1.181
C -1.096 -0.683 -0.744
N 0.461 -1.700 2.201
C 0.039 -0.127 0.130
C 1.321 0.009 -0.711
H -2.026 -0.772 -0.175
H -0.844 -1.666 -1.157
H -1.084 1.049 1.585
*
```

(2)
This record from OMol25 describes an isolated molecule of C5H9N in a non-equilibrium geometry. The level of theory is ωB97M-V/def2-TZVPD.

Output
Energy above the lowest of the compared OMol25 structures with the same formula, charge and spin (kcal per mole): 40.1
E_LUMO (eV): 1.1
SMILES: C/C=C/C=C/N
Kohn-Sham gap (Eh): 0.3075

```
! RIJCOSX wB97M-V def2-TZVPD def2/J DEFGRID3
* xyz 0 1
H 1.567 -2.563 -2.311
H -0.639 0.742 -0.919
C 0.470 -0.757 0.129
C -0.633 1.297 1.113
H -0.877 3.317 1.910
C -1.307 2.594 1.164
H -2.357 2.577 1.619
H 0.679 -0.622 -2.018
C -0.339 0.486 0.097
C 0.640 -1.232 -1.109
H -1.243 3.234 0.277
H 1.222 -3.148 -0.655
H 0.804 -1.072 1.102
N 1.149 -2.486 -1.403
H -0.348 0.914 2.073
*
```

(3)
This record from OMol25 describes an isolated molecule of C5H9N in a non-equilibrium geometry. The level of theory is ωB97M-V/def2-TZVPD.

Output
Energy above the lowest of the compared OMol25 structures with the same formula, charge and spin (kcal per mole): 0.8
E_LUMO (eV): 0.9
SMILES: CC(C)CC#N
Kohn-Sham gap (Eh): 0.4524

```
! RIJCOSX wB97M-V def2-TZVPD def2/J DEFGRID3
* xyz 0 1
C -1.927 0.468 0.032
H -0.838 0.969 1.742
C 0.491 -1.396 -0.440
N -2.703 0.735 -0.784
C -0.893 0.144 1.022
H 1.976 1.073 -0.709
C 0.480 -0.091 0.360
H 0.661 2.056 -0.046
H 1.513 -1.668 -0.724
H -1.208 -0.746 1.578
H 1.192 -0.185 1.190
C 0.899 1.095 -0.515
H 0.384 1.066 -1.482
H 0.069 -2.227 0.136
H -0.096 -1.292 -1.360
*
```

(4)
This record from OMol25 describes an isolated molecule of C5H9N in a non-equilibrium geometry. The level of theory is ωB97M-V/def2-TZVPD.

Output
Energy above the lowest of the compared OMol25 structures with the same formula, charge and spin (kcal per mole): 45.3
E_LUMO (eV): 1.2
SMILES: C1C[C@@H]2N[C@@H]2C1
Kohn-Sham gap (Eh): 0.3884

```
! RIJCOSX wB97M-V def2-TZVPD def2/J DEFGRID3
* xyz 0 1
C 0.656 -1.191 -0.316
C -0.777 -0.746 -0.353
H 0.982 -1.959 0.375
H -0.811 0.144 1.512
H 0.818 2.097 0.569
H 0.901 -0.137 1.466
H -1.461 1.290 -1.011
H 2.394 -0.110 0.336
N -1.353 -0.095 0.722
H 1.045 1.547 -1.217
H 1.196 -1.319 -1.216
C 1.293 -0.005 0.459
C -0.806 0.749 -0.396
H -1.394 -1.379 -0.913
C 0.602 1.275 -0.219
*
```

(5)
This record from OMol25 describes an isolated molecule of C5H9N in a non-equilibrium geometry. The level of theory is ωB97M-V/def2-TZVPD.

Output
Energy above the lowest of the compared OMol25 structures with the same formula, charge and spin (kcal per mole): 67.0
E_LUMO (eV): 0.5
SMILES: C=C/C=C/CN
Kohn-Sham gap (Eh): 0.3156

```
! RIJCOSX wB97M-V def2-TZVPD def2/J DEFGRID3
* xyz 0 1
H -2.345 -2.901 -1.002
H -1.084 -0.879 0.934
H 1.368 3.051 1.674
C 0.458 0.327 0.173
C -0.558 -0.586 -0.003
N 1.100 2.577 0.875
H -1.111 -2.978 -2.482
C -1.418 -2.588 -1.502
H 2.043 2.384 0.528
H 0.095 -1.233 -2.036
H 0.935 0.964 2.160
H 1.289 0.315 -0.579
H -0.644 1.624 1.213
C -0.536 -1.426 -1.185
C 0.410 1.350 1.232
*
```

(6)
This record from OMol25 describes a cluster of 2 separate species, C5H9N in total in a non-equilibrium geometry. The level of theory is ωB97M-V/def2-TZVPD.

Output
Energy above the lowest of the compared OMol25 structures with the same formula, charge and spin (kcal per mole): 88.2
E_LUMO (eV): 1.0
SMILES: C/C=C1C=N/1.C
Kohn-Sham gap (Eh): 0.3609

```
! RIJCOSX wB97M-V def2-TZVPD def2/J DEFGRID3
* xyz 0 1
C 1.714 -1.468 1.571
H -2.611 -1.122 -3.002
N -2.776 0.774 -1.690
H 0.590 -0.044 -0.819
C -2.334 -0.260 -2.278
C -1.404 0.286 -1.348
H 1.984 -2.110 2.433
H -0.528 1.354 1.303
C -0.263 0.572 -0.755
C -0.021 1.678 0.294
H 1.088 -2.138 0.987
H -0.174 2.714 -0.037
H 1.051 1.699 0.593
H 2.524 -1.316 0.849
H 1.161 -0.618 1.898
*
```

(7)
This record from OMol25 describes a structure of composition C5H9N in a non-equilibrium geometry. The level of theory is ωB97M-V/def2-TZVPD.

Output
Energy above the lowest of the compared OMol25 structures with the same formula, charge and spin (kcal per mole): 79.4
E_LUMO (eV): 1.1
Kohn-Sham gap (Eh): 0.3504

```
! RIJCOSX wB97M-V def2-TZVPD def2/J DEFGRID3
* xyz 0 1
C 0.202 1.177 -0.034
C 0.640 0.190 1.039
H 0.710 -1.949 0.170
H 0.526 -0.456 -1.884
C 0.843 0.018 -0.868
H 2.004 0.225 -0.940
H -1.894 1.145 -0.632
H -1.565 -0.987 0.931
N -1.259 0.750 0.059
H -1.618 -1.067 -0.976
C -1.165 -0.732 -0.014
H -0.002 0.156 2.035
H 1.698 0.148 1.063
C 0.403 -0.921 0.179
H 0.477 2.304 -0.129
*
```

(8)
This record from OMol25 describes a structure of composition C5H9N in a non-equilibrium geometry. The level of theory is ωB97M-V/def2-TZVPD.

Output
Energy above the lowest of the compared OMol25 structures with the same formula, charge and spin (kcal per mole): 39.5
E_LUMO (eV): 1.2
Kohn-Sham gap (Eh): 0.3994

```
! RIJCOSX wB97M-V def2-TZVPD def2/J DEFGRID3
* xyz 0 1
C -0.177 0.700 -0.791
H -0.946 -0.696 1.975
N 0.752 -0.490 -1.059
H 1.780 1.443 0.004
H 0.459 1.630 1.266
C 0.817 1.040 0.375
H 1.604 -1.139 0.958
H -0.363 1.361 -1.581
H -1.753 0.911 0.582
C -1.359 0.148 -0.021
H 0.213 -1.320 -1.260
H -2.199 -0.142 -0.700
C 0.840 -0.541 0.423
C -0.637 -0.804 0.921
H -0.964 -1.875 0.733
*
```

(9)
This record from OMol25 describes an isolated molecule of C5H9N. The level of theory is ωB97M-V/def2-TZVPD.

Output
Energy above the lowest of the compared OMol25 structures with the same formula, charge and spin (kcal per mole): 41.1
E_LUMO (eV): 1.0
SMILES: [H]/N=C1/C[C@@H]1CC
Kohn-Sham gap (Eh): 0.3822

```
! RIJCOSX wB97M-V def2-TZVPD def2/J DEFGRID3
* xyz 0 1
H 1.352 -1.759 1.042
H -1.568 -1.099 1.147
C 1.625 -0.341 0.021
H -2.715 0.229 0.945
H 2.211 0.712 -1.819
N 2.145 -1.145 0.839
C -1.897 -0.313 0.458
H 1.723 1.806 -0.424
C 1.697 0.812 -0.867
H -2.311 -0.800 -0.432
H 0.104 -0.650 -1.490
C 0.385 0.008 -0.667
H -1.163 1.463 -0.520
C -0.763 0.648 0.093
H -0.372 1.106 1.011
*
```

(10)
This record from OMol25 describes an isolated molecule of C5H9N in a non-equilibrium geometry. The level of theory is ωB97M-V/def2-TZVPD.

Output
Energy above the lowest of the compared OMol25 structures with the same formula, charge and spin (kcal per mole): 29.9
E_LUMO (eV): 1.0
SMILES: C=C/C(C)=C/N
Kohn-Sham gap (Eh): 0.3130

```
! RIJCOSX wB97M-V def2-TZVPD def2/J DEFGRID3
* xyz 0 1
H 0.447 2.569 0.241
H 2.026 2.233 0.962
C -0.168 0.018 0.090
C -0.304 -1.418 -0.173
C -1.470 0.768 0.076
H 0.148 -3.334 -0.938
H -2.092 0.386 -0.728
C 1.018 0.611 0.290
H -1.312 -1.731 0.105
N 1.249 1.970 0.410
H 1.901 -0.008 0.411
C 0.476 -2.322 -0.754
H 1.538 -2.263 -0.991
H -2.094 0.671 0.983
H -1.362 1.849 0.018
*
```

(11)
This record from OMol25 describes a cluster of 2 separate species, C5H9N in total in a non-equilibrium geometry. The level of theory is ωB97M-V/def2-TZVPD.

Output
Energy above the lowest of the compared OMol25 structures with the same formula, charge and spin (kcal per mole): 134.9
E_LUMO (alpha / beta) (eV): -0.1 / 0.3
Kohn-Sham gap (alpha / beta) (Eh): 0.2879 / 0.3428

```
! RIJCOSX wB97M-V def2-TZVPD def2/J DEFGRID3
* xyz 0 1
H -1.057 2.157 1.242
H -0.895 1.723 3.021
H -0.650 0.334 -2.043
C -0.625 -2.216 -1.043
N 0.784 -0.404 1.302
H -0.027 -3.121 -0.894
C 0.095 -1.046 -0.853
H -1.315 -2.163 -0.250
C 0.035 0.169 -1.235
H -1.256 0.049 1.017
H -1.123 -2.340 -1.985
H 0.513 1.086 -0.670
H 0.625 2.121 2.163
C -0.375 1.615 1.990
C -0.255 0.251 1.512
*
```

(12)
This record from OMol25 describes a structure of composition C5H9N in a non-equilibrium geometry. The level of theory is ωB97M-V/def2-TZVPD.

Output
Energy above the lowest of the compared OMol25 structures with the same formula, charge and spin (kcal per mole): 95.4
E_LUMO (eV): 1.1
Kohn-Sham gap (Eh): 0.3617

```
! RIJCOSX wB97M-V def2-TZVPD def2/J DEFGRID3
* xyz 0 1
H -0.430 2.166 0.122
H 1.597 1.092 -1.182
H 1.150 -1.550 -1.038
H -0.254 -0.289 2.109
N -0.491 -0.922 -0.019
H 1.899 1.010 0.861
H 1.347 -1.347 0.760
C -0.297 1.022 0.133
C 0.958 -0.888 -0.081
H -2.077 0.110 -0.846
H -0.582 0.000 -1.978
C 1.323 0.683 -0.114
C -0.631 -0.068 1.018
C -0.951 0.087 -0.909
H -1.623 0.249 1.040
*
```